C5H4S2 as an isolated structure at a distorted geometry. Source: the OMol25 dataset; level of theory: wB97M-V/def2-TZVPD.

Positions of all 11 atoms, in Å:
C 1.850 0.378 -0.216
C 0.915 -0.696 0.303
C -0.360 0.243 0.519
C -1.551 0.176 -0.277
C -2.599 0.234 -0.913
H 0.717 -1.561 -0.450
H 1.207 -1.099 1.319
H -0.683 0.245 1.591
H -3.611 0.158 -1.371
S 3.416 0.267 -0.526
S 0.699 1.654 0.021

Properties
orbital gap: 8.585 eV

=====

C30H14BrCl80N4O2 as an isolated structure at a distorted geometry. Source: the OMol25 dataset; level of theory: wB97M-V/def2-TZVPD.

Positions of all 131 atoms, in Å:
C 1.561 2.683 2.867
C 1.537 2.699 1.439
N 1.629 3.296 0.019
N 2.682 2.919 -0.809
C 2.440 3.747 -2.052
C 3.536 3.586 -3.262
O 4.882 3.503 -2.605
C 5.295 4.824 -2.105
C 5.134 5.342 -0.535
O 5.880 5.725 -2.943
N 1.195 4.595 -1.905
C 0.652 5.568 -2.930
C 1.238 7.067 -2.480
C 0.411 7.684 -1.207
Br 0.769 9.657 -1.092
C 0.638 4.317 -0.522
N -0.568 4.881 0.204
H 1.648 2.730 4.057
H 3.436 2.568 -3.870
H 3.551 4.525 -3.986
H 5.585 6.424 -0.368
H 3.984 5.428 -0.315
H 5.640 4.631 0.249
H -0.536 5.559 -3.004
H 1.088 5.308 -3.994
H 1.290 7.756 -3.425
H 2.352 6.866 -2.103
H -0.736 7.437 -1.261
H 0.841 7.143 -0.234
H -1.471 4.662 -0.293
H -0.587 4.522 1.199
C 1.029 0.418 -5.570
Cl 1.440 1.546 -4.254
Cl 0.074 -0.936 -4.915
Cl 0.075 1.273 -6.809
Cl 2.526 -0.211 -6.303
C 1.329 -0.682 -0.628
Cl 1.227 0.851 0.273
Cl 2.131 -0.399 -2.194
Cl 2.270 -1.864 0.316
Cl -0.312 -1.317 -0.908
C 4.629 -3.631 -4.909
Cl 3.748 -2.470 -3.883
Cl 5.366 -4.888 -3.884
Cl 3.495 -4.389 -6.056
Cl 5.905 -2.777 -5.812
C -3.771 -1.440 1.339
Cl -4.673 -1.957 2.786
Cl -2.287 -0.590 1.837
Cl -3.340 -2.868 0.366
Cl -4.786 -0.344 0.368
C 7.314 0.493 -2.564
Cl 7.212 2.026 -1.663
Cl 8.116 0.776 -4.130
Cl 8.255 -0.689 -1.620
Cl 5.673 -0.143 -2.844
C 3.714 -6.504 -9.753
Cl 4.656 -5.176 -9.030
Cl 2.407 -6.980 -8.639
Cl 3.010 -5.961 -11.297
Cl 4.782 -7.900 -10.046
C -0.786 6.135 4.460
Cl -1.688 5.618 5.907
Cl 0.698 6.986 4.958
Cl -0.354 4.707 3.487
Cl -1.801 7.231 3.488
C 4.614 7.904 3.710
Cl 3.521 8.053 2.311
Cl 5.498 6.360 3.611
Cl 5.775 9.255 3.702
Cl 3.662 7.947 5.215
C 5.514 0.936 3.621
Cl 5.694 -0.665 2.860
Cl 3.905 1.598 3.239
Cl 5.687 0.776 5.387
Cl 6.771 2.034 2.998
C -6.486 3.320 2.240
Cl -6.881 3.606 0.526
Cl -7.597 4.258 3.269
Cl -6.657 1.585 2.607
Cl -4.809 3.832 2.556
C 1.803 -9.080 -5.212
Cl 0.323 -8.272 -5.790
Cl 2.638 -9.845 -6.588
Cl 2.880 -7.877 -4.458
Cl 1.371 -10.325 -4.013
C -5.097 -1.943 7.144
Cl -6.428 -2.184 5.984
Cl -5.263 -3.100 8.488
Cl -3.538 -2.207 6.322
Cl -5.158 -0.279 7.780
C -3.597 -8.361 -5.516
Cl -3.699 -6.828 -4.615
Cl -2.795 -8.078 -7.081
Cl -2.656 -9.543 -4.572
Cl -5.238 -8.996 -5.795
C -7.797 8.489 2.600
Cl -8.699 7.971 4.047
Cl -6.313 9.339 3.098
Cl -7.365 7.060 1.627
Cl -8.812 9.585 1.628
C -9.912 -3.309 8.309
Cl -10.480 -4.042 9.830
Cl -10.740 -1.752 8.054
Cl -8.153 -3.039 8.401
Cl -10.274 -4.404 6.951
C 9.460 3.746 6.115
Cl 9.061 2.180 6.864
Cl 7.981 4.476 5.441
Cl 10.152 4.834 7.345
Cl 10.647 3.495 4.810
C -7.040 -11.551 -9.006
Cl -7.439 -13.118 -8.257
Cl -8.519 -10.821 -9.680
Cl -6.348 -10.464 -7.776
Cl -5.853 -11.802 -10.312
C 5.261 -2.471 7.742
Cl 4.167 -2.322 6.343
Cl 6.145 -4.015 7.643
Cl 6.422 -1.120 7.734
Cl 4.308 -2.427 9.247
C -6.440 -6.106 4.878
Cl -6.834 -5.820 3.164
Cl -7.551 -5.168 5.908
Cl -6.611 -7.841 5.246
Cl -4.762 -5.594 5.195
C -6.740 -7.894 -1.546
Cl -6.328 -6.765 -0.229
Cl -7.694 -9.248 -0.890
Cl -7.693 -7.039 -2.784
Cl -5.242 -8.523 -2.278

Properties
orbital gap: 7.704 eV
net charge: +1

=====

A 2-piece molecular cluster, C4H8O overall at a distorted geometry. Source: the OMol25 dataset; level of theory: wB97M-V/def2-TZVPD.

Positions of all 13 atoms, in Å:
C 1.409 -4.185 0.523
C 0.764 -4.057 1.686
H 2.110 -3.411 0.234
H 1.359 -5.145 0.025
H 0.960 -3.138 2.230
H 0.449 -4.954 2.205
O -0.641 2.138 0.115
C -0.948 2.715 -0.889
C -1.149 4.208 -1.049
H -0.696 2.129 -1.791
H -1.828 4.420 -1.874
H -1.613 4.631 -0.161
H -0.178 4.650 -1.252

Properties
spin multiplicity: 2
orbital gap (spin up / spin down): 5.107 / 1.664 eV
net charge: +1

=====

C30H50N2OS2Si5Y as an isolated structure at a distorted geometry. Source: the OMol25 dataset; level of theory: wB97M-V/def2-TZVPD.

Positions of all 91 atoms, in Å:
Y 0.038 -0.521 0.979
C 4.345 1.342 1.800
C 3.055 0.623 2.091
N 2.292 0.181 1.075
N 2.724 0.479 -0.209
C 2.419 -0.328 -1.215
S 1.154 -1.506 -1.319
S 3.306 0.302 -2.645
C 3.048 -0.957 -3.915
C 4.295 -1.795 -4.103
C 5.276 -1.498 -5.043
C 6.419 -2.342 -5.214
C 6.610 -3.466 -4.499
C 5.643 -3.787 -3.536
C 4.501 -3.033 -3.397
C 2.871 0.124 3.430
C 3.886 0.402 4.391
C 3.789 -0.203 5.599
C 2.741 -1.104 5.889
C 1.691 -1.269 5.011
C 1.655 -0.497 3.828
O 0.673 -0.631 2.968
H 4.271 1.889 0.832
H 5.212 0.709 1.672
H 4.503 2.019 2.646
H 2.793 -0.422 -4.837
H 2.271 -1.628 -3.555
H 5.211 -0.597 -5.709
H 7.068 -2.047 -6.037
H 7.471 -4.176 -4.674
H 5.775 -4.649 -2.906
H 3.690 -3.404 -2.718
H 4.780 1.132 4.312
H 4.470 0.059 6.429
H 2.696 -1.469 6.914
H 0.815 -1.928 5.137
C -1.880 -5.107 -0.838
Si -3.013 -4.344 0.436
C -4.845 -4.390 -0.034
C -2.989 -5.381 1.993
C -2.547 -2.577 0.756
C -2.121 -1.537 1.252
H -2.176 -6.134 -0.977
H -0.860 -5.008 -0.480
H -1.998 -4.612 -1.833
H -5.285 -5.214 0.532
H -4.999 -4.477 -1.111
H -5.337 -3.461 0.281
H -2.194 -5.071 2.686
H -2.759 -6.451 1.756
H -3.963 -5.333 2.587
C 1.326 3.539 0.838
Si -0.537 3.337 1.289
C -0.866 3.101 3.163
C -1.358 5.026 0.943
Si -1.613 1.618 0.016
Si -1.578 2.119 -2.310
C -2.574 3.646 -2.487
C -2.324 0.663 -3.225
C 0.176 2.687 -2.882
Si -4.040 1.627 0.603
C -4.845 3.307 0.310
C -4.796 0.249 -0.457
C -4.313 1.074 2.339
H 1.691 2.568 0.539
H 1.855 3.928 1.644
H 1.469 4.286 0.076
H -1.811 3.458 3.550
H -0.065 3.680 3.619
H -0.760 2.037 3.394
H -1.327 5.726 1.799
H -2.409 4.919 0.764
H -0.982 5.622 0.114
H -2.213 4.006 -3.457
H -2.216 4.324 -1.718
H -3.663 3.483 -2.452
H -1.936 -0.256 -2.713
H -1.977 0.715 -4.296
H -3.387 0.632 -3.374
H 0.580 3.615 -2.481
H 0.341 2.736 -3.944
H 0.822 1.866 -2.506
H -4.471 3.771 -0.588
H -4.551 4.006 1.136
H -5.956 3.273 0.321
H -4.789 0.507 -1.523
H -5.890 0.250 -0.203
H -4.457 -0.818 -0.272
H -3.712 1.603 3.105
H -3.967 0.057 2.255
H -5.368 1.104 2.593

Properties
orbital gap: 5.940 eV
net charge: -1

=====

C3H7O2P as an isolated structure at a distorted geometry. Source: the OMol25 dataset; level of theory: wB97M-V/def2-TZVPD.

Positions of all 13 atoms, in Å:
C -1.939 0.556 0.008
C -0.757 0.095 0.488
C 0.403 -0.159 -0.276
O 1.170 -1.712 0.415
O 0.429 -0.395 -1.642
P 1.907 0.879 0.041
H -2.697 1.054 0.540
H -2.065 0.894 -0.990
H -0.734 -0.014 1.585
H 1.198 -2.508 -0.266
H -0.282 -0.988 -1.935
H 2.264 0.415 1.282
H 1.104 1.884 0.751

Properties
orbital gap: 9.969 eV

=====

One molecule with the formula C7H10 at a distorted geometry. Source: the OMol25 dataset; level of theory: wB97M-V/def2-TZVPD.

Positions of all 17 atoms, in Å:
C -3.288 -0.005 -0.296
C -1.936 -0.009 0.122
C -0.628 -0.009 0.541
C 0.614 -0.763 0.772
C 1.241 -1.557 -0.356
C 0.606 0.756 0.773
C 1.222 1.560 -0.347
H -4.069 0.005 0.436
H -3.508 0.010 -1.345
H 0.723 -1.234 1.745
H 2.289 -1.286 -0.484
H 0.718 -1.381 -1.294
H 1.186 -2.620 -0.133
H 0.704 1.232 1.746
H 1.004 1.111 -1.313
H 2.303 1.618 -0.222
H 0.821 2.572 -0.343

Properties
SMILES string: C=C=C1[C@@H](C)[C@H]1C
orbital gap: 9.947 eV